{"formula": "C5H18NO4", "method": "ωB97M-V/def2-TZVPD", "charge": -1, "e_tot_ev": -15157.566, "homo_energy_ev": -4.16, "relative_energy_ev": 0.150, "species": ["C", "O", "C", "C", "C", "C", "N", "H", "H", "H", "H", "H", "H", "H", "H", "H", "H", "H", "H", "H", "H", "O", "H", "H", "O", "H", "H", "O"], "xyz": [[-0.82379, -1.05513, -1.20359], [0.53590, -1.09144, -0.89308], [-1.49872, 0.31310, -1.18687], [-2.12013, 0.62270, 0.19113], [-1.03829, 0.68124, 1.28406], [-0.07865, 2.74030, 0.44269], [0.17093, 1.40196, 0.94960], [-0.99314, -1.55230, -2.17406], [-1.29857, -1.73472, -0.47566], [-2.34034, 0.24747, -1.88531], [-0.90290, 1.17084, -1.46013], [-2.75114, 1.52127, 0.12075], [-2.75103, -0.16666, 0.54493], [-0.76916, -0.33994, 1.52810], [-1.39101, 1.05078, 2.25428], [-1.08279, 3.01928, 0.76418], [-0.13397, 2.80810, -0.65116], [0.59042, 3.49002, 0.87022], [0.85755, 0.84237, 0.44827], [1.13995, -2.27127, -1.38666], [2.48704, -2.94209, -1.73836], [1.58055, -3.23749, -1.59372], [3.22982, 0.51538, 0.12302], [2.57022, 1.14682, 1.33422], [3.14946, 0.42285, 1.07927], [1.07719, -1.79089, 0.78604], [1.33227, -3.22245, 0.59743], [1.25232, -2.59011, 1.33038]], "forces_ev_per_angstrom": [[1.533, -0.882, 0.127], [0.050, 1.008, -0.171], [-1.534, -0.598, 0.846], [0.707, 0.561, 0.157], [0.303, -0.146, 0.117], [-0.400, -0.346, 0.125], [0.441, 0.619, 0.352], [-0.093, 0.216, -0.229], [-0.746, 0.226, 0.053], [0.006, 0.209, -0.164], [0.567, -0.200, -0.404], [0.252, 0.031, 0.178], [-0.761, -0.653, -0.231], [0.305, -0.307, -0.233], [-0.453, 0.328, -0.183], [-0.028, 0.161, 0.153], [0.394, 0.162, 0.007], [0.235, -0.006, -0.248], [-0.718, -0.054, -0.359], [-0.270, -0.569, 0.193], [0.052, -0.350, -0.021], [0.170, 0.711, -0.110], [-0.103, -0.216, 0.033], [-0.230, -0.024, 0.196], [0.392, 0.225, -0.144], [-0.087, -0.057, 0.030], [0.064, -0.014, 0.126], [-0.047, -0.033, -0.198]]}